[1]
This record from the Open Molecules 2025 dataset describes 2 unconnected molecules or ions with the total composition C5H9N2OS in a non-equilibrium geometry. The level of theory is ωB97M-V/def2-TZVPD.

Summary:
2S+1: 1
Kohn-Sham gap: 6.761 eV
ΔE to the lowest compared entry with this formula, charge and spin: 137.4 kcal/mol
Maximum force: 0.0748 Eh/bohr
Calculated total energy: -778.4099 Eh
Net charge: +1
Highest occupied orbital energy: -11.761 eV
LUMO energy: -5.000 eV

Last column: Löwdin charge in e.
Element x y z (Å)
C  0.456  -0.376  1.651  -0.10
C  -0.085  2.614  0.770  -0.62
C  0.969  -1.691  1.669  0.03
C  -1.172  -0.633  -1.478  -0.06
C  0.269  0.022  -1.582  -0.30
N  -0.241  1.721  -0.128  -0.08
N  0.632  0.788  -0.464  -0.09
O  0.086  0.559  2.187  0.21
S  -0.006  3.828  1.712  0.97
H  1.699  -1.950  0.915  0.12
H  0.257  -2.475  1.492  0.12
H  1.529  -1.906  2.580  0.13
H  -1.444  -0.639  -0.398  0.07
H  -1.858  0.147  -1.827  0.06
H  -1.451  -1.442  -2.078  0.06
H  0.400  0.627  -2.589  0.15
H  1.123  -0.704  -1.715  0.12
H  -1.165  1.509  -0.716  0.22

---

[2]
This record from the Open Molecules 2025 dataset describes a molecular structure, C27H40KN3O7PS in a non-equilibrium geometry. The level of theory is ωB97M-V/def2-TZVPD.

Summary:
2S+1: 2
Kohn-Sham gap (alpha / beta): 3.481 / 6.110 eV
ΔE to the lowest compared entry with this formula, charge and spin: 29.5 kcal/mol
Maximum force: 0.0362 Eh/bohr
Calculated total energy: -3083.3823 Eh
Net charge: -2
Highest occupied orbital energy (alpha / beta): 0.225 / -2.405 eV
LUMO energy (alpha / beta): 3.706 / 3.705 eV
⟨S²⟩: 0.7563

Last column: Löwdin spin population.
Element x y z (Å)
K  0.530  0.498  0.101  0.00
O  -0.423  -3.992  0.444  0.00
C  -0.777  -2.690  0.304  0.00
O  -1.148  -2.252  -0.741  0.00
C  -0.620  -1.963  1.611  0.00
O  -1.427  -0.823  1.627  0.00
C  -1.373  -0.157  2.895  0.00
C  -0.007  0.468  3.270  0.00
O  0.076  0.863  4.440  0.00
O  0.857  0.510  2.346  0.00
H  -0.471  -4.354  -0.454  0.00
H  0.439  -1.698  1.742  0.00
H  -0.887  -2.653  2.420  0.00
H  -1.660  -0.842  3.696  0.00
H  -2.112  0.641  2.847  0.00
O  1.751  -1.256  -0.975  0.00
P  2.292  -1.017  -2.363  0.00
C  1.295  0.328  -3.128  0.01
C  1.778  1.024  -4.407  0.00
C  1.245  0.418  -5.707  0.00
C  -0.271  0.225  -5.655  0.00
C  -0.675  -0.623  -4.449  0.00
C  -0.215  0.025  -3.141  0.00
C  2.306  -2.661  -3.200  0.00
C  1.090  -3.497  -2.730  0.00
C  0.818  -4.688  -3.663  0.00
C  2.128  -5.251  -4.208  0.00
C  2.818  -4.212  -5.114  0.00
C  2.450  -2.769  -4.720  0.00
C  3.994  -0.349  -2.315  0.02
C  4.696  -0.672  -0.987  0.00
C  5.416  -2.021  -0.995  0.00
C  6.421  -2.088  -2.146  0.00
C  5.732  -1.864  -3.493  0.00
C  4.943  -0.548  -3.509  0.00
H  1.477  1.064  -2.325  0.00
H  2.866  1.103  -4.423  0.00
H  1.423  2.057  -4.340  0.00
H  1.721  -0.545  -5.899  0.00
H  1.517  1.070  -6.541  0.00
H  -0.630  -0.229  -6.585  0.00
H  -0.754  1.206  -5.570  0.00
H  -0.235  -1.624  -4.550  0.00
H  -1.759  -0.757  -4.421  0.00
H  -0.475  -0.614  -2.296  0.00
H  -0.763  0.963  -2.997  0.00
H  3.201  -3.102  -2.753  0.00
H  0.197  -2.878  -2.643  0.00
H  1.304  -3.852  -1.720  0.00
H  0.187  -4.373  -4.502  0.00
H  0.257  -5.461  -3.131  0.00
H  1.958  -6.179  -4.758  0.00
H  2.778  -5.502  -3.363  0.00
H  2.533  -4.383  -6.156  0.00
H  3.903  -4.340  -5.062  0.00
H  1.503  -2.500  -5.186  0.00
H  3.196  -2.079  -5.111  0.00
H  3.749  0.721  -2.248  0.01
H  3.979  -0.617  -0.169  0.00
H  5.434  0.121  -0.814  0.00
H  4.684  -2.831  -1.093  0.00
H  5.926  -2.177  -0.040  0.00
H  6.953  -3.045  -2.148  0.00
H  7.174  -1.304  -1.998  0.00
H  5.070  -2.709  -3.692  0.00
H  6.471  -1.855  -4.300  0.00
H  4.417  -0.434  -4.460  0.00
H  5.662  0.277  -3.471  0.00
N  -1.095  3.160  1.720  0.00
C  -1.785  2.638  0.642  0.00
O  -1.169  2.026  -0.241  0.00
C  -3.206  2.874  0.606  0.00
C  -3.977  2.457  -0.514  0.00
N  -4.624  2.134  -1.418  0.00
C  -3.874  3.547  1.659  0.00
N  -4.381  4.092  2.549  0.00
H  -1.622  3.400  2.544  0.00
H  -0.191  2.746  1.900  0.00
S  3.658  3.651  -2.453  0.32
C  2.955  2.611  -1.455  0.62

---

[3]
This record from the Open Molecules 2025 dataset describes a gas-phase ion, C11H15N2O2 (charge +1) in a non-equilibrium geometry. The level of theory is ωB97M-V/def2-TZVPD.

Summary:
2S+1: 1
Kohn-Sham gap: 9.125 eV
ΔE to the lowest compared entry with this formula, charge and spin: 75.2 kcal/mol
Maximum force: 0.1005 Eh/bohr
SMILES string: CCc1occc1[N@+]1(C)CC=N[C@H]1C=O
Calculated total energy: -687.7554 Eh
Net charge: +1
Highest occupied orbital energy: -12.460 eV
LUMO energy: -3.335 eV

Last column: Löwdin charge in e.
Element x y z (Å)
C  1.036  2.296  0.693  0.01
C  0.869  2.350  2.043  -0.10
C  0.526  1.050  0.329  -0.13
C  0.289  0.299  1.558  -0.17
C  0.991  -0.695  -2.794  -0.08
C  -0.155  2.549  -2.458  -0.19
C  0.736  -0.886  -1.353  -0.06
C  0.672  1.325  -2.061  -0.25
C  -1.597  -1.502  2.013  -0.03
C  -1.283  0.201  -1.000  0.01
C  -0.049  -1.098  1.976  -0.11
N  0.879  0.505  -3.210  0.14
N  0.171  0.442  -0.949  -0.15
O  -1.068  3.038  -1.886  0.13
O  0.581  1.165  2.520  0.08
H  1.449  3.084  -0.003  0.15
H  1.360  3.062  2.759  0.17
H  1.181  -1.584  -3.539  0.18
H  0.107  2.807  -3.451  0.13
H  -0.024  -1.698  -1.052  0.17
H  1.582  -1.073  -0.748  0.13
H  1.626  1.857  -1.792  0.18
H  -2.048  -1.560  2.966  0.07
H  -1.655  -2.540  1.614  0.10
H  -2.074  -0.977  1.270  0.00
H  -1.622  -0.143  -2.021  0.15
H  -1.482  -0.635  -0.198  0.10
H  -2.026  1.015  -0.698  0.15
H  0.653  -1.663  1.415  0.09
H  0.353  -1.216  2.993  0.13